The following is a DFT calculation (ωB97M-V/def2-TZVPD) of the molecule C4H5Br2NS in a non-equilibrium geometry.

Element x y z (Å)
S  -1.405  3.217  -2.606
C  -1.361  1.916  -1.772
N  -1.325  0.871  -1.106
C  -0.866  0.201  0.175
C  0.665  -0.136  0.153
Br  1.166  -0.545  -1.723
C  1.071  -1.356  0.916
Br  0.659  -1.271  2.808
H  -1.502  -0.705  0.250
H  -1.032  0.905  1.019
H  1.209  0.717  0.612
H  0.568  -2.210  0.488
H  2.153  -1.604  0.784

Summary:
- Orbital gap: 9.65 eV
- HOMO level: -9.29 eV
- Total charge: 0
- Calculated total energy: -5756.36367 Ha
- SMILES: S=C=NC[C@H](Br)CBr